Record 1
DFT (the ωB97M-V functional and the def2-TZVPD basis) results for C25H38IN4NaO2SSi as an isolated structure.

Output
maximum force	0.33	eV/Å
relative energy (zero: lowest compared OMol25 entry of this formula, charge and spin)	2.2	kcal/mol
frontier orbital gap	0.2078	Eh
LUMO energy	0.008	hartree
E_tot	-2492.61501	Ha
multiplicity	1

Last column: Löwdin charge in e.
Positions of all 73 atoms, in Å:
Na -0.3747 1.1707 -0.0857  0.11
C -2.4124 2.7002 1.8073  -0.09
O -1.2320 3.1477 1.1479  -0.24
C -1.4355 4.2898 0.3396  -0.18
C -2.0278 3.9445 -1.0069  -0.20
O -1.1239 3.0844 -1.6715  -0.22
C -1.5416 2.7937 -2.9951  -0.11
H -2.8427 3.5136 2.4013  0.10
H -2.1225 1.8747 2.4514  0.05
H -3.1608 2.3269 1.1029  0.09
H -0.4506 4.7354 0.1885  0.14
H -2.0696 5.0193 0.8567  0.13
H -2.1786 4.8659 -1.5843  0.13
H -3.0051 3.4551 -0.9040  0.13
H -1.5678 3.7083 -3.5974  0.09
H -2.5307 2.3265 -3.0016  0.07
H -0.8267 2.0923 -3.4164  0.06
C -3.0949 -1.1457 2.3407  -0.29
Si -1.2699 -0.8284 1.8214  0.58
C -0.3927 -0.8014 3.5446  -0.27
C -0.7407 -2.6153 1.2936  -0.34
C 0.6211 -2.9012 1.1061  -0.14
C 1.0714 -4.1370 0.6609  -0.11
C 0.1590 -5.1498 0.3799  -0.13
C -1.1957 -4.9030 0.5640  -0.12
C -1.6303 -3.6595 1.0113  -0.12
H -3.2035 -2.0073 3.0091  0.02
H -3.7395 -1.3023 1.4702  0.01
H -3.4896 -0.2719 2.8713  0.00
H -0.6815 -1.6435 4.1823  0.02
H -0.6208 0.1241 4.0868  0.00
H 0.6962 -0.8283 3.4227  -0.01
H 1.3529 -2.1221 1.3082  0.08
H 2.1344 -4.3111 0.5366  0.09
H 0.5019 -6.1203 0.0418  0.09
H -1.9204 -5.6853 0.3643  0.10
H -2.6961 -3.4996 1.1402  0.09
C -3.2276 -2.4341 -4.5211  -0.12
N -2.1986 -2.9329 -3.6328  -0.07
C -1.5974 -2.1806 -2.6921  -0.88
N -0.5889 -2.7827 -2.0106  0.10
S -2.0194 -0.5876 -2.4036  0.67
H -3.6491 -3.2769 -5.0659  0.08
H -2.8270 -1.7073 -5.2296  0.08
H -4.0139 -1.9511 -3.9456  0.06
H -1.8289 -3.8530 -3.8033  0.13
H -0.5858 -3.7917 -1.9468  0.09
H -0.3621 -2.3503 -1.1228  0.05
I 4.3257 3.9407 -2.9862  0.89
C 3.1729 2.2172 -2.8980  -0.73
C 3.4888 1.0963 -3.6500  -0.13
C 2.6758 -0.0191 -3.5412  -0.05
C 1.5801 0.0287 -2.6915  -0.13
N 1.2793 1.1058 -1.9673  0.06
C 2.0618 2.1756 -2.0673  -0.22
H 4.3504 1.0967 -4.3046  0.10
H 2.8838 -0.9184 -4.1051  0.11
H 0.9169 -0.8211 -2.5882  0.07
H 1.7921 3.0305 -1.4577  0.10
C 4.3412 0.5179 4.4749  -0.04
C 3.4258 0.8658 3.3378  -0.27
C 3.5353 0.2533 2.0966  -0.02
C 2.6531 0.5996 1.0858  -0.14
N 1.6835 1.5004 1.2291  0.05
C 1.5802 2.0912 2.4215  -0.12
C 2.4184 1.8126 3.4859  -0.02
H 5.0397 -0.2690 4.1945  0.08
H 3.7683 0.1743 5.3375  0.09
H 4.9170 1.3896 4.7906  0.08
H 4.2933 -0.4987 1.9151  0.11
H 2.7188 0.1156 0.1161  0.10
H 0.7685 2.8022 2.5264  0.10
H 2.2699 2.3207 4.4310  0.12

Record 2
DFT (the ωB97M-V functional and the def2-TZVPD basis) results for a single C25H38N2O5 molecule.

Output
maximum force	0.60	eV/Å
relative energy (zero: lowest compared OMol25 entry of this formula, charge and spin)	6.6	kcal/mol
frontier orbital gap	0.3253	Eh
LUMO energy	0.026	hartree
E_tot	-1461.15080	Ha
multiplicity	1

Last column: natural (NBO) charge in e.
Positions of all 70 atoms, in Å:
C -6.0475 -1.3127 -1.4926  -0.61
C -5.6888 0.1251 -1.8475  -0.43
C -5.8883 1.0641 -0.6547  -0.06
O -5.0937 0.7260 0.4612  -0.52
C -3.7353 0.9174 0.4253  0.21
C -3.0900 1.6708 -0.5470  -0.28
C -1.7171 1.8493 -0.5478  -0.19
C -0.9438 1.2715 0.4447  -0.06
C 0.5682 1.4092 0.4906  -0.15
C 1.1604 -0.0079 0.4804  0.72
O 1.4263 -0.5770 1.5217  -0.65
N 1.2894 -0.5378 -0.7435  -0.43
C 1.7015 -1.9274 -0.9341  -0.03
C 3.1137 -2.1771 -0.4058  -0.41
C 3.5302 -3.6137 -0.7044  -0.40
C 2.5492 -4.5919 -0.0648  -0.40
C 1.1321 -4.3340 -0.5679  -0.39
C 0.7153 -2.8954 -0.2769  -0.42
C 0.9213 0.2315 -1.9074  -0.30
C 1.2889 1.7066 -1.7966  0.69
O 1.6778 2.3438 -2.7569  -0.63
N 1.0988 2.2229 -0.5728  -0.43
C 1.3452 3.6281 -0.3327  -0.22
C 2.6133 3.8823 0.4869  -0.44
C 3.8207 3.1154 -0.0754  -0.07
O 3.9182 1.7965 0.4092  -0.55
C 4.5266 1.6940 1.6809  -0.05
C 4.5809 0.2328 2.0916  -0.63
C -1.5773 0.5296 1.4294  -0.26
C -2.9546 0.3378 1.4463  0.34
O -3.3864 -0.4222 2.4899  -0.51
C -4.7565 -0.6413 2.7386  -0.24
H -7.0898 -1.3835 -1.1894  0.20
H -5.4255 -1.6635 -0.6723  0.21
H -5.8895 -1.9660 -2.3471  0.21
H -4.6484 0.1665 -2.1753  0.21
H -6.3184 0.4779 -2.6662  0.21
H -6.9128 0.9699 -0.2823  0.19
H -5.7278 2.1085 -0.9508  0.17
H -3.6625 2.1407 -1.3304  0.22
H -1.2681 2.4467 -1.3267  0.21
H 0.8538 1.8544 1.4488  0.24
H 1.6960 -2.1087 -2.0147  0.20
H 3.1197 -2.0100 0.6698  0.23
H 3.8047 -1.4687 -0.8666  0.21
H 4.5362 -3.7912 -0.3202  0.21
H 3.5524 -3.7743 -1.7856  0.19
H 2.8434 -5.6186 -0.2926  0.21
H 2.5731 -4.4659 1.0192  0.20
H 0.4345 -5.0219 -0.0863  0.21
H 1.0904 -4.5157 -1.6452  0.19
H -0.2926 -2.7068 -0.6551  0.21
H 0.7134 -2.7204 0.7988  0.23
H 1.4361 -0.1632 -2.7857  0.24
H -0.1629 0.1683 -2.0887  0.22
H 0.4756 4.0604 0.1734  0.20
H 1.4542 4.0898 -1.3178  0.24
H 2.4555 3.5838 1.5248  0.20
H 2.8189 4.9532 0.4744  0.22
H 3.7264 3.0290 -1.1610  0.20
H 4.7477 3.6620 0.1525  0.17
H 5.5432 2.1197 1.6326  0.16
H 3.9610 2.2673 2.4308  0.16
H 3.5731 -0.1677 2.1528  0.24
H 5.0626 0.1416 3.0614  0.21
H 5.1427 -0.3374 1.3573  0.21
H -1.0017 0.0643 2.2141  0.24
H -5.2251 -1.2338 1.9500  0.18
H -4.7858 -1.1998 3.6744  0.19
H -5.3025 0.2966 2.8567  0.18

Record 3
DFT (the ωB97M-V functional and the def2-TZVPD basis) results for a single C25H38N6O5 molecule in a non-equilibrium geometry.

Output
maximum force	1.08	eV/Å
frontier orbital gap	0.3171	Eh
LUMO energy	0.025	hartree
E_tot	-1680.14731	Ha
multiplicity	1

Last column: natural (NBO) charge in e.
Positions of all 74 atoms, in Å:
C 3.8767 3.3962 -0.2915  -0.62
C 4.3729 2.1215 0.3717  -0.06
O 3.9945 1.0159 -0.4201  -0.57
C 4.4182 -0.2203 0.1135  -0.07
C 4.0735 -1.3481 -0.8527  -0.44
C 2.5690 -1.4409 -1.1354  -0.21
N 1.8098 -1.6771 0.0779  -0.43
C 1.1289 -0.7354 0.7423  0.70
O 0.6433 -0.8953 1.8556  -0.66
C 0.9030 0.6177 0.0503  -0.33
N -0.1236 0.4861 -0.9391  0.01
N -0.1496 -0.4440 -1.8636  -0.06
N -1.2302 -0.2819 -2.5392  -0.26
C -1.8737 0.7762 -2.0002  0.27
C -3.1391 1.2855 -2.4712  -0.13
C -3.7704 0.7068 -3.5656  -0.17
C -4.9793 1.2134 -3.9863  -0.24
C -5.5939 2.2912 -3.3480  0.28
O -6.7808 2.6510 -3.9045  -0.49
C -7.5705 3.6906 -3.3722  -0.24
C -4.9513 2.8792 -2.2384  0.22
O -5.5607 3.9424 -1.6169  -0.51
C -4.9316 4.5183 -0.4995  -0.25
C -3.7350 2.3641 -1.8213  -0.22
N -1.1763 1.2719 -0.9774  -0.26
C 1.9502 -3.0326 0.6228  -0.12
C 0.5977 -3.6788 0.9437  -0.41
C -0.2268 -3.8731 -0.3250  -0.61
C 2.9489 -3.0753 1.7996  0.68
O 4.0579 -3.5557 1.6471  -0.65
N 2.4940 -2.5702 2.9494  -0.63
C 3.3082 -2.4447 4.1375  -0.05
C 2.5619 -2.9879 5.3693  -0.41
C 2.0275 -1.7467 6.0787  -0.40
C 3.1649 -0.7460 5.9015  -0.40
C 3.6028 -0.9602 4.4518  -0.42
H 2.7912 3.3993 -0.3475  0.21
H 4.2754 3.4643 -1.2998  0.22
H 4.2031 4.2597 0.2806  0.22
H 5.4686 2.1459 0.4716  0.17
H 3.9452 2.0188 1.3824  0.16
H 3.9362 -0.3908 1.0899  0.17
H 5.5047 -0.2024 0.2809  0.18
H 4.4391 -2.2789 -0.4178  0.24
H 4.5858 -1.1755 -1.7990  0.22
H 2.2347 -0.5335 -1.6282  0.23
H 2.3765 -2.2675 -1.8237  0.21
H 1.8273 1.0090 -0.3854  0.26
H 0.5250 1.3136 0.8034  0.26
H -3.3082 -0.1277 -4.0670  0.23
H -5.4956 0.7871 -4.8316  0.23
H -8.4548 3.7261 -4.0086  0.19
H -7.0551 4.6522 -3.4114  0.18
H -7.8713 3.4839 -2.3432  0.18
H -3.9548 4.9394 -0.7581  0.18
H -5.5949 5.3198 -0.1767  0.20
H -4.8135 3.7963 0.3145  0.18
H -3.2149 2.7859 -0.9774  0.23
H 2.4195 -3.6284 -0.1659  0.23
H 0.7924 -4.6460 1.4116  0.21
H 0.0386 -3.0669 1.6493  0.23
H -1.1945 -4.3039 -0.0813  0.22
H -0.3917 -2.9233 -0.8292  0.22
H 0.2814 -4.5425 -1.0160  0.20
H 1.6072 -2.0748 2.9373  0.43
H 4.2225 -3.0086 3.9375  0.24
H 1.7756 -3.6824 5.0783  0.22
H 3.2611 -3.5140 6.0196  0.21
H 1.7882 -1.9327 7.1244  0.21
H 1.1306 -1.3822 5.5759  0.20
H 2.8576 0.2812 6.0919  0.21
H 3.9816 -0.9930 6.5815  0.20
H 3.0016 -0.3346 3.7889  0.21
H 4.6508 -0.7113 4.2938  0.22